Version i
ORCA calculation (ωB97M-V with the def2-TZVPD basis set) on a structure of composition C28H22F6MnN4O12PS2.

Properties
2S+1: 5
Lowest unoccupied orbital energy (alpha / beta) (eV): -2.049 / -1.924

CARTESIAN COORDINATES (ANGSTROEM)
1 Mn 1.324 0.605 -0.353
2 C -4.708 0.568 0.684
3 C -4.699 -0.596 -0.077
4 C -3.600 -1.442 -0.037
5 C -2.496 -1.133 0.761
6 C -2.513 0.032 1.525
7 C -3.623 0.872 1.492
8 P -1.060 -2.262 0.648
9 C -1.702 -3.711 1.575
10 C -2.614 -3.589 2.630
11 C -3.125 -4.722 3.247
12 C -2.749 -5.985 2.804
13 C -1.860 -6.114 1.748
14 C -1.339 -4.980 1.135
15 C 0.152 -1.422 1.772
16 C 0.167 -1.850 3.108
17 C 0.862 -1.167 4.095
18 C 1.553 -0.018 3.768
19 C 1.605 0.388 2.446
20 C 0.969 -0.320 1.431
21 H -5.563 1.233 0.651
22 H -5.548 -0.843 -0.704
23 H -3.589 -2.350 -0.631
24 H -1.663 0.291 2.145
25 H -3.637 1.768 2.105
26 H -2.922 -2.606 2.964
27 H -3.823 -4.619 4.069
28 H -3.160 -6.868 3.278
29 H -1.580 -7.097 1.392
30 H -0.651 -5.077 0.302
31 H -0.398 -2.726 3.385
32 H 0.832 -1.520 5.120
33 H 2.057 0.563 4.531
34 H 2.131 1.304 2.204
35 F 5.158 -0.648 -2.324
36 C 4.362 -1.491 -2.994
37 F 4.797 -1.604 -4.238
38 F 4.396 -2.674 -2.398
39 S 2.629 -0.873 -2.949
40 O 2.442 -0.675 -1.494
41 O 1.850 -1.889 -3.565
42 N 2.899 0.505 -3.686
43 S 2.191 1.876 -3.301
44 O 1.887 1.945 -1.847
45 O 1.280 2.505 -4.195
46 C 3.700 2.937 -3.351
47 F 3.360 4.184 -3.060
48 F 4.299 2.901 -4.524
49 F 4.567 2.508 -2.407
50 O -4.617 4.718 -2.839
51 N -4.091 3.656 -3.108
52 O -4.396 2.943 -4.046
53 C -3.006 3.195 -2.235
54 C -2.327 2.050 -2.561
55 C -1.339 1.611 -1.710
56 C -0.927 2.317 -0.516
57 O 0.039 1.923 0.227
58 C -1.713 3.473 -0.238
59 C -2.717 3.893 -1.077
60 N -1.506 4.269 0.986
61 O -2.266 5.208 1.163
62 O -0.618 3.957 1.749
63 N -0.651 0.402 -2.012
64 O -0.215 0.188 -3.102
65 O -0.265 -0.266 -1.034
66 H -2.563 1.506 -3.466
67 H -3.286 4.772 -0.815
68 C 5.710 0.813 0.828
69 C 4.323 0.220 0.743
70 O 3.364 1.223 0.304
71 H 6.399 0.068 1.227
72 H 5.721 1.683 1.487
73 H 6.067 1.111 -0.162
74 H 3.977 -0.115 1.715
75 H 4.302 -0.623 0.059
76 H 3.755 1.686 -0.449

Results of the Mulliken charge analysis, in e, for atoms 1 through 5: number 1, Mn, carries 0.993; number 2, C, carries -0.578; number 3, C, carries -0.750; number 4, C, carries -0.591; number 5, C, carries 0.295


Version ii
ORCA calculation (ωB97M-V with the def2-TZVPD basis set) on a structure of composition C28H22F6MnN4O12PS2.

Properties
2S+1: 5
Lowest unoccupied orbital energy (alpha / beta) (eV): -1.745 / -1.753

CARTESIAN COORDINATES (ANGSTROEM)
1 Mn 0.286 0.353 -0.771
2 C -1.342 -2.430 6.539
3 C -0.725 -1.231 6.203
4 C -0.736 -0.795 4.888
5 C -1.342 -1.552 3.885
6 C -1.967 -2.746 4.235
7 C -1.970 -3.179 5.554
8 P -1.193 -0.904 2.179
9 C -2.378 -1.972 1.273
10 C -1.999 -2.988 0.400
11 C -2.953 -3.699 -0.320
12 C -4.301 -3.401 -0.177
13 C -4.691 -2.393 0.697
14 C -3.737 -1.684 1.414
15 C 0.426 -1.588 1.619
16 C 1.112 -2.567 2.337
17 C 2.366 -3.013 1.939
18 C 2.954 -2.482 0.801
19 C 2.279 -1.510 0.071
20 C 1.032 -1.060 0.487
21 H -1.336 -2.775 7.564
22 H -0.245 -0.634 6.968
23 H -0.267 0.149 4.630
24 H -2.452 -3.347 3.474
25 H -2.459 -4.111 5.812
26 H -0.949 -3.227 0.275
27 H -2.641 -4.490 -0.993
28 H -5.044 -3.954 -0.739
29 H -5.740 -2.154 0.816
30 H -4.047 -0.885 2.079
31 H 0.659 -2.994 3.223
32 H 2.873 -3.776 2.516
33 H 3.931 -2.812 0.474
34 H 2.744 -1.125 -0.823
35 F 3.203 4.363 -2.653
36 C 3.172 3.359 -1.789
37 F 2.296 3.641 -0.828
38 F 4.373 3.189 -1.259
39 S 2.674 1.808 -2.655
40 O 2.134 0.962 -1.585
41 O 3.833 1.325 -3.319
42 N 1.575 2.287 -3.668
43 S 0.034 2.166 -3.426
44 O -0.309 2.010 -1.998
45 O -0.628 1.294 -4.344
46 C -0.544 3.866 -3.789
47 F -0.339 4.147 -5.063
48 F -1.844 3.923 -3.519
49 F 0.104 4.736 -3.024
50 O -6.632 -0.176 -4.067
51 N -5.604 -0.804 -4.203
52 O -5.397 -1.634 -5.062
53 C -4.532 -0.556 -3.228
54 C -3.286 -1.074 -3.447
55 C -2.286 -0.823 -2.523
56 C -2.494 -0.072 -1.319
57 O -1.607 0.121 -0.441
58 C -3.823 0.430 -1.181
59 C -4.802 0.213 -2.105
60 N -4.204 1.254 -0.006
61 O -5.231 1.899 -0.096
62 O -3.490 1.210 0.974
63 N -0.983 -1.385 -2.866
64 O 0.037 -1.057 -2.201
65 O -0.908 -2.166 -3.785
66 H -3.081 -1.659 -4.331
67 H -5.785 0.634 -1.954
68 C 0.103 3.808 2.116
69 C -0.438 2.873 1.062
70 O 0.423 1.714 0.921
71 H -0.488 4.725 2.136
72 H 1.141 4.068 1.904
73 H 0.050 3.356 3.109
74 H -0.452 3.343 0.082
75 H -1.443 2.523 1.300
76 H 0.447 1.250 1.771

Results of the Mulliken charge analysis, in e, for atoms 1 through 5: number 1, Mn, carries 0.551; number 2, C, carries -0.488; number 3, C, carries -0.751; number 4, C, carries -0.207; number 5, C, carries -0.333


Which one is most stable, and which one is least stable? version ii is the most stable of them, while version i is the least stable.